one) Entry from the Open Molecules 2025 dataset: 2 unconnected molecules or ions with the total composition CH6OS (the ωB97M-V functional and the def2-TZVPD basis).

As for the SMILES: CS.O. The frontier orbital gap is 9.51 eV. Its HOMO energy is -8.961 eV. The net charge is 0.

Positions of all 9 atoms, in Å:
S -0.9178 -1.9321 -1.1012
C -0.3482 -0.2946 -0.3935
H 0.0003 -2.5471 -0.3257
H 0.4618 -0.3236 0.3547
H -1.2235 0.2048 0.0548
H -0.0078 0.3005 -1.2575
O 0.5051 1.7503 0.6019
H 1.1790 1.0415 0.4940
H 0.3511 1.8004 1.5725

two) Entry from the Open Molecules 2025 dataset: 2 unconnected molecules or ions with the total composition CH6OS (the ωB97M-V functional and the def2-TZVPD basis).

As for the SMILES: CS.O. The frontier orbital gap is 9.90 eV. Its HOMO energy is -8.921 eV. The net charge is 0.

Positions of all 9 atoms, in Å:
C 0.7052 -1.2472 -2.8639
S -0.4183 -0.9043 -1.5028
H 0.3553 -0.9669 -3.8470
H 1.7054 -0.9135 -2.6032
H 0.8682 -2.3437 -2.9946
H 0.5651 -1.2683 -0.6551
H -2.0168 2.6938 4.7470
H -0.5603 2.7428 5.1016
O -1.2039 2.2074 4.6180

three) Entry from the Open Molecules 2025 dataset: 2 unconnected molecules or ions with the total composition CH6OS (the ωB97M-V functional and the def2-TZVPD basis).

As for the SMILES: CO.S. The frontier orbital gap is 10.38 eV. Its HOMO energy is -9.545 eV. The net charge is 0.

Positions of all 9 atoms, in Å:
S 2.1646 1.0446 -0.8914
H 1.6601 1.8168 0.0755
H 0.9761 0.9999 -1.5026
C -0.5469 -0.8643 0.5519
O -1.0865 0.3851 0.1393
H -0.7773 -1.6316 -0.1932
H -1.0157 -1.1717 1.4878
H 0.5214 -0.7798 0.6897
H -1.8958 0.2012 -0.3569

Unit: kJ/mol. Relative energies: one) 52.9; two) 0.0; three) 15.3.

one) Entry from the Open Molecules 2025 dataset: a gas-phase ion, C7H11FN3O (charge +1) (the ωB97M-V functional and the def2-TZVPD basis).

As for the SMILES: C[C@H](F)[C@]12C[C@H](N=CN1)OC2=[NH2+]. The frontier orbital gap is 10.01 eV. Its HOMO energy is -13.618 eV. The net charge is +1.

Positions of all 23 atoms, in Å:
C 2.2910 0.2339 -0.7425
C 2.3660 -1.1319 1.1649
C 0.6289 1.2813 0.4034
C 1.0313 -0.5998 -1.0603
C 0.2394 -0.4575 0.2162
C -2.0088 0.0700 -0.7460
C -1.2624 -0.5579 0.4178
N 2.9992 -0.4204 0.2933
N 0.9576 -1.1473 1.2223
N 0.0788 2.1609 1.2129
O 1.7542 1.4938 -0.1919
F -1.6995 0.0162 1.6288
H 2.9057 0.5765 -1.5890
H 3.0012 -1.5797 1.9654
H 0.5985 -0.1914 -1.9163
H 1.4208 -1.7111 -1.0802
H -3.0093 -0.0893 -0.5837
H -1.6769 -0.5297 -1.6079
H -1.6215 0.9586 -1.0694
H -1.6135 -1.6955 0.5575
H 0.6056 -1.5784 2.0905
H -0.8405 2.3135 1.6398
H 0.5894 3.0014 1.2934

two) Entry from the Open Molecules 2025 dataset: 3 unconnected molecules or ions with the total composition C7H11FN3O (the ωB97M-V functional and the def2-TZVPD basis).

The frontier orbital gap is 9.59 eV. Its HOMO energy is -12.940 eV. The net charge is +1.

Positions of all 23 atoms, in Å:
C -0.3440 2.3877 -0.9142
C -0.1539 1.4288 -2.8802
C -0.3796 1.0626 -0.7314
C 3.3159 -1.1850 1.1354
C -0.1226 -2.1323 1.4405
C -0.4509 0.1795 0.4583
C 0.0764 -1.1249 0.2668
N -0.1229 0.4785 -1.9972
N -0.2079 2.6306 -2.2571
N 0.5180 -1.6127 -0.8378
O 3.8577 -0.4107 1.7258
F -2.2531 0.0418 2.9960
H -0.5307 3.2644 -0.2900
H -0.0811 1.4196 -3.9520
H -0.2975 -1.5458 2.3013
H -0.7583 -2.8664 1.1348
H 0.7031 -2.7381 1.7358
H -0.0192 0.8095 1.2719
H -1.5379 0.0869 0.6769
H 0.0636 3.5226 -2.6486
H -2.3651 -0.2598 3.9224
H 0.3077 -0.8648 -1.6065
H 0.7821 -2.5719 -0.9510

Unit: kJ/mol. Relative energies: one) 126.7; two) 0.0.

one) Entry from the Open Molecules 2025 dataset: C25H25N3O4 in the gas phase (the ωB97M-V functional and the def2-TZVPD basis).

As for the SMILES: CCOc1ccc(N2C(=O)Nc3ccccc3[C@]2(O)C(=O)NCc2ccc(C)cc2)cc1. The frontier orbital gap is 9.06 eV. Its HOMO energy is -8.459 eV. The net charge is 0.

Positions of all 57 atoms, in Å:
C -4.2778 -1.7829 1.3909
C -3.7989 -3.0576 0.7010
O -3.0308 -2.7998 -0.4579
C -1.7228 -2.4451 -0.3379
C -1.0230 -2.3136 0.8577
C 0.3099 -1.9455 0.8452
C 0.9624 -1.7026 -0.3524
C 0.2757 -1.8450 -1.5507
C -1.0546 -2.2091 -1.5413
H -1.6022 -2.3242 -2.4636
H 0.7782 -1.6702 -2.4893
N 2.3384 -1.3024 -0.3465
C 3.2426 -2.2295 0.0835
O 2.9634 -3.3921 0.2759
N 4.5379 -1.7820 0.2385
C 4.9459 -0.4732 0.1124
C 6.2677 -0.1029 0.3515
C 6.6560 1.2129 0.1985
C 5.7372 2.1737 -0.1951
C 4.4234 1.8118 -0.4290
C 4.0215 0.4928 -0.2791
C 2.5838 0.1168 -0.5424
O 2.1961 0.4935 -1.8513
H 2.7792 0.0567 -2.4840
C 1.7038 0.8925 0.4761
O 1.8050 0.6747 1.6647
N 0.8923 1.8031 -0.0730
H 0.8474 1.8505 -1.0804
C -0.0808 2.5412 0.6957
C -1.5019 2.2499 0.2843
C -2.5121 3.1529 0.5950
C -3.8212 2.8918 0.2410
C -4.1580 1.7269 -0.4407
C -3.1463 0.8305 -0.7521
C -1.8349 1.0852 -0.3903
H -1.0697 0.3646 -0.6339
H -3.3783 -0.0824 -1.2805
C -5.5830 1.4580 -0.8197
H -5.6658 0.5386 -1.3940
H -5.9795 2.2781 -1.4170
H -6.2023 1.3696 0.0730
H -4.5957 3.6025 0.4922
H -2.2688 4.0652 1.1211
H 0.1182 3.6156 0.6036
H 0.0738 2.2523 1.7416
H 3.6960 2.5484 -0.7361
H 6.0428 3.2012 -0.3147
H 7.6816 1.4918 0.3872
H 6.9794 -0.8558 0.6563
H 5.1938 -2.4713 0.5762
H 0.8491 -1.8356 1.7727
H -1.4974 -2.4934 1.8087
H -4.6594 -3.6255 0.3349
H -3.2404 -3.6933 1.3982
H -4.9031 -1.2063 0.7150
H -4.8568 -2.0417 2.2734
H -3.4373 -1.1600 1.6870

two) Entry from the Open Molecules 2025 dataset: C25H25N3O4 in the gas phase (the ωB97M-V functional and the def2-TZVPD basis).

As for the SMILES: COc1ccc(C(=O)N/N=C(\C)c2ccc(NC(=O)Cc3ccccc3)cc2)c(OC)c1. The frontier orbital gap is 8.58 eV. Its HOMO energy is -8.013 eV. The net charge is 0.

Positions of all 57 atoms, in Å:
C -1.8102 -4.5102 0.2412
H -1.3910 -5.4455 -0.1262
O -2.5685 -3.9884 -0.8254
C -3.1721 -2.7845 -0.6630
C -3.8600 -2.2836 -1.7731
C -4.4553 -1.0484 -1.7027
C -4.4016 -0.2687 -0.5452
C -3.7875 -0.8023 0.5887
C -3.1652 -2.0508 0.5107
H -2.6883 -2.4091 1.4082
O -3.7421 -0.2514 1.8316
C -4.5873 0.8188 2.1785
H -4.1208 1.7830 1.9577
H -5.5540 0.7559 1.6740
H -4.7387 0.7429 3.2563
C -4.9181 1.1199 -0.6851
O -6.0540 1.4324 -0.9741
N -3.9498 2.0853 -0.5583
N -2.6797 1.7529 -0.2908
C -1.7300 2.5954 -0.1663
C -0.4151 2.0146 0.1147
C -0.3291 0.7217 0.6380
C 0.8878 0.1341 0.9037
C 2.0674 0.8293 0.6439
C 1.9925 2.1177 0.1172
C 0.7705 2.7031 -0.1415
H 0.7491 3.6943 -0.5681
H 2.9039 2.6604 -0.0955
N 3.3338 0.2991 0.8929
C 3.6741 -0.9498 1.3169
O 2.8940 -1.8343 1.5806
C 5.1892 -1.1205 1.4544
C 5.9238 -0.5730 0.2658
C 6.5954 0.6427 0.3321
C 7.2363 1.1552 -0.7832
C 7.2078 0.4606 -1.9798
C 6.5387 -0.7501 -2.0560
C 5.9003 -1.2625 -0.9417
H 5.3767 -2.2054 -1.0014
H 6.5150 -1.2964 -2.9871
H 7.7078 0.8596 -2.8495
H 7.7595 2.0978 -0.7156
H 6.6301 1.1871 1.2667
H 5.4996 -0.6083 2.3687
H 5.3829 -2.1871 1.5763
H 4.1029 0.9186 0.6684
H 0.9374 -0.8610 1.3117
H -1.2424 0.1870 0.8387
C -1.8666 4.0912 -0.2927
H -2.8574 4.4213 0.0183
H -1.7136 4.3992 -1.3277
H -1.1329 4.5919 0.3326
H -4.2411 3.0499 -0.7251
H -4.9646 -0.6441 -2.5645
H -3.8939 -2.8736 -2.6740
H -0.9976 -3.8339 0.5228
H -2.4356 -4.7138 1.1159

Unit: kJ/mol. Relative energies: one) 0.0; two) 237.0.

one) Entry from the Open Molecules 2025 dataset: 7 unconnected molecules or ions with the total composition C41H71N4O5 (the ωB97M-V functional and the def2-TZVPD basis).

The frontier orbital gap is 2.10 eV. Its HOMO energy is -6.999 eV. The net charge is +1.

Positions of all 121 atoms, in Å:
C 22.0380 103.8740 55.6120
N 22.5410 103.4830 56.9370
C 23.3590 104.4200 57.5780
C 24.3650 104.1270 58.4300
C 24.7400 102.7470 58.5890
C 23.9320 101.7600 57.8050
C 22.8480 102.1830 57.0660
C 25.7130 102.2100 59.4420
C 25.9280 102.9360 60.8000
C 26.9000 102.3690 61.6350
N 27.6540 101.3330 61.2720
C 27.4550 100.6710 60.1230
C 26.6170 101.0610 59.2120
C 28.3120 100.6610 62.4340
H 21.1430 104.4410 55.7350
H 21.7280 103.2230 55.1180
H 22.9310 104.2790 54.9890
H 23.2940 105.5460 57.5340
H 24.7220 104.8170 59.1570
H 23.9900 100.5530 57.7150
H 22.0520 101.4700 56.6160
H 25.3300 103.8040 61.0160
H 27.0870 102.9150 62.5290
H 28.1660 99.6660 59.8110
H 26.3460 100.4350 58.3080
H 28.8370 101.5490 63.1090
H 29.3070 100.1480 62.2080
H 27.8240 99.7670 62.9840
C 21.4910 101.0410 66.3240
N 21.8310 102.1660 65.3610
C 20.8820 103.1100 65.4030
C 21.1970 104.3550 65.1180
C 22.6710 104.7300 64.9570
C 23.6150 103.6120 64.9780
C 23.1490 102.3680 65.1480
C 23.2090 106.1300 64.8270
C 22.4990 107.1740 65.5510
C 22.9740 108.4970 65.3170
N 24.0770 108.7180 64.5390
C 24.7300 107.7390 63.9010
C 24.3480 106.4750 63.9590
C 24.8920 109.8180 65.0400
H 21.7970 100.1940 65.8550
H 20.5270 100.8030 66.5660
H 21.7580 101.3450 67.4160
H 19.9120 102.7290 65.4280
H 20.4930 105.1060 64.9360
H 24.8890 103.7440 64.9240
H 23.8620 101.6710 65.2090
H 21.5430 106.9120 66.0980
H 22.3800 109.2840 65.7490
H 25.6190 107.9400 63.0670
H 24.6780 105.6350 63.4410
H 25.5260 109.4730 65.8990
H 24.2540 110.5760 65.7020
H 25.2990 110.3500 64.1650
C 25.7170 107.4070 60.3830
O 25.7580 106.3080 61.1400
H 24.6490 107.2250 60.0110
H 26.2800 107.2550 59.5080
H 25.8290 108.2640 60.8740
C 18.4630 106.2510 57.6060
C 19.3410 107.0790 58.5350
O 20.4600 107.7470 57.8630
C 21.4730 108.4280 58.5660
C 22.0370 109.3480 57.6520
H 17.5100 105.9710 57.9230
H 19.0080 105.5480 57.2020
H 18.4030 106.9360 56.7470
H 19.8190 106.6240 59.3730
H 18.8610 107.8290 58.9960
H 22.2490 107.8960 59.0140
H 21.2740 109.0390 59.5000
H 21.2730 110.1480 57.5810
H 22.3030 108.8690 56.7830
H 23.0240 109.8740 58.1820
C 31.5150 111.9700 59.1610
C 30.7360 110.9840 60.1620
O 29.4140 111.3270 60.1150
C 28.7900 110.9290 61.3020
C 27.3770 111.2900 61.1420
H 31.5000 111.9800 58.2200
H 32.4620 111.9230 59.3070
H 31.5160 113.0330 59.9560
H 31.0850 110.7540 61.3120
H 30.8430 110.0030 59.6490
H 29.2460 111.4350 62.1800
H 28.8920 109.9640 61.5750
H 27.2110 112.3520 60.7890
H 26.7930 110.7890 61.9540
H 26.9050 110.5820 60.3270
C 25.2960 113.9840 64.5680
C 24.6650 113.8610 63.2170
O 24.5390 112.4920 62.8800
C 23.9220 112.3110 61.6920
C 23.7450 110.8590 61.5220
H 25.4320 114.8820 64.8290
H 26.3090 113.4880 64.3220
H 24.4990 113.6860 65.3700
H 25.1890 114.1650 62.4590
H 23.7700 114.5350 63.1280
H 24.1510 112.9370 60.9740
H 22.7290 112.5890 61.9730
H 22.9000 110.6720 62.1710
H 24.6400 110.3040 61.4640
H 23.2000 110.7380 60.4270
C 28.8780 108.3170 57.9650
C 29.4320 108.7120 56.7760
O 29.8590 107.5460 56.0020
C 30.6590 107.8200 54.8200
C 30.9700 106.5470 54.3030
H 28.6570 109.2510 58.5610
H 29.6930 107.7090 58.3850
H 28.0880 107.5130 57.9050
H 30.1840 109.5080 56.8030
H 28.6050 109.4130 56.0280
H 31.7200 108.3400 55.0310
H 29.9830 108.2530 54.1610
H 31.1550 105.7480 54.9210
H 31.6000 106.7020 53.3810
H 30.1010 105.8960 53.8560

two) Entry from the Open Molecules 2025 dataset: 7 unconnected molecules or ions with the total composition C41H71N4O5 (the ωB97M-V functional and the def2-TZVPD basis).

The frontier orbital gap is 1.92 eV. Its HOMO energy is -7.055 eV. The net charge is +1.

Positions of all 121 atoms, in Å:
C 23.3560 101.6410 53.1540
N 24.3830 101.3430 54.1930
C 24.9540 102.4900 54.8580
C 25.8740 102.3000 55.8740
C 25.9860 100.9770 56.4780
C 25.3660 99.8880 55.7070
C 24.6390 100.0740 54.6240
C 26.7280 100.7600 57.6650
C 26.8760 101.8910 58.7650
C 27.5800 101.5580 59.7870
N 28.1880 100.2790 60.0550
C 28.2630 99.3060 59.1080
C 27.4270 99.4690 57.9730
C 28.6070 99.8820 61.3600
H 22.8930 100.8180 52.5400
H 23.8530 102.1500 52.1700
H 22.3170 102.0910 53.5870
H 24.8780 103.3650 54.3990
H 26.3340 103.1190 56.3620
H 25.4470 98.7320 56.0670
H 24.3520 99.1200 54.1230
H 26.3330 102.9580 58.5230
H 27.7240 102.4430 60.5010
H 28.7420 98.2910 59.2560
H 27.3070 98.5050 57.2330
H 29.4760 99.2360 61.7080
H 27.8190 99.5280 61.6540
H 28.5930 100.8190 61.9640
C 21.4960 99.2960 62.4880
N 21.8020 100.6870 62.7420
C 20.8170 101.5240 62.9010
C 20.9010 102.8430 62.6670
C 22.1530 103.3740 62.1390
C 23.3690 102.4090 62.1480
C 23.0730 101.1540 62.3690
C 22.3180 104.7390 61.6740
C 21.4080 105.8290 62.1390
C 21.4360 107.0770 61.5300
N 22.3440 107.2940 60.5820
C 23.1410 106.3340 60.0910
C 23.1900 105.1200 60.5150
C 21.9270 108.2590 59.5010
H 22.2590 99.0460 61.7390
H 20.6820 99.1320 61.8770
H 21.6150 98.5850 63.4750
H 19.7590 101.1580 62.8260
H 19.8120 103.4280 62.4280
H 24.5000 102.5700 61.7860
H 23.8920 100.3130 62.1720
H 20.8110 105.6020 62.9260
H 20.6440 107.8530 61.7250
H 23.6830 106.5870 59.0630
H 23.9750 104.4830 60.1590
H 21.0530 107.8370 58.8670
H 22.7860 108.8190 58.9730
H 21.2950 109.0910 59.9660
C 23.7620 105.0210 56.9060
O 24.7050 104.5790 57.8710
H 24.1720 105.3170 56.0400
H 23.1680 105.9110 57.2550
H 23.3080 104.1010 56.8020
C 26.9280 105.8870 54.8330
C 28.1330 104.9200 54.5620
O 27.7460 103.7760 53.8480
C 28.7330 102.8300 53.9010
C 28.4340 101.7480 53.0980
H 26.2730 105.4810 55.4950
H 26.2010 105.9320 54.1110
H 27.2800 106.8840 55.1500
H 28.8440 104.7680 55.4170
H 28.7950 105.5060 54.1010
H 28.8770 102.5500 54.8910
H 29.5230 103.3730 53.6730
H 27.3960 101.3070 53.0050
H 29.1920 100.9780 52.8820
H 28.3730 101.7960 51.9730
C 19.5780 98.8070 56.1650
C 20.6290 99.9870 56.0770
O 21.1300 100.3490 57.3270
C 22.1900 101.2740 57.3830
C 22.5030 101.5990 58.7160
H 19.9480 97.9640 56.6000
H 19.0900 98.7720 55.3620
H 18.8570 99.1840 56.9250
H 20.3150 100.7800 55.5590
H 21.3670 99.8790 55.3000
H 22.0020 102.0040 56.7100
H 23.0210 100.8000 57.0130
H 21.8770 101.9610 59.2760
H 23.2190 102.2900 58.7150
H 23.1240 100.7810 59.3450
C 19.8630 104.4570 58.1660
C 18.9510 104.6220 59.3560
O 17.6180 104.2320 58.9490
C 16.7140 104.3680 59.9650
C 15.4170 103.9620 59.3320
H 19.2620 104.7590 57.3190
H 19.9460 103.3690 57.9960
H 20.8880 104.7240 58.4670
H 18.8500 105.7550 59.6240
H 19.3430 103.9750 60.1820
H 16.5290 105.4730 60.1150
H 16.9300 103.8530 60.8020
H 15.4130 104.2500 58.2150
H 14.5860 104.3240 59.8870
H 15.2710 102.9210 59.3450
C 24.7490 108.8510 56.5510
C 25.6910 108.0840 57.4280
O 25.3910 108.5100 58.7850
C 26.4220 108.0300 59.6420
C 26.0780 108.5030 60.9800
H 23.6450 108.7580 56.7500
H 24.7250 108.1710 55.5950
H 25.0440 109.8960 56.5040
H 26.8120 108.3850 57.2340
H 25.5090 106.9080 57.2310
H 27.4820 108.2580 59.2230
H 26.5870 107.0350 59.7740
H 26.7530 108.2000 61.6130
H 25.0820 108.0110 61.1210
H 25.8980 109.6110 61.1690

Unit: kJ/mol. Relative energies: one) 347.8; two) 0.0.